[1]
Here is C25H63CeClP2Si2 as an isolated structure from the OMol25 dataset. Energies are from ωB97M-V/def2-TZVPD.

```
94
C25H63CeClP2Si2 | the OMol25 dataset | ωB97M-V/def2-TZVPD
Ce -0.159 -0.007 0.037
Cl 2.504 -0.025 -0.583
P 0.739 0.905 2.253
C 2.040 2.156 2.004
C -0.535 1.608 3.286
C 1.575 -0.542 3.010
C 1.912 3.085 0.788
H 2.953 1.539 1.835
C 2.229 2.985 3.253
H 1.488 3.802 3.319
H 3.229 3.473 3.213
H 2.193 2.412 4.186
H 2.292 2.605 -0.134
H 2.513 3.990 0.961
H 0.872 3.400 0.609
H 2.406 -0.734 2.291
C 0.759 -1.831 3.104
C 2.178 -0.190 4.360
H 3.087 0.419 4.267
H 2.476 -1.130 4.875
H 1.463 0.321 5.012
H -0.097 -1.857 2.399
H 0.362 -1.992 4.124
H 1.408 -2.696 2.860
C -1.285 2.742 2.594
H 0.058 2.037 4.083
C -1.509 0.626 3.900
H -0.646 3.623 2.403
H -2.137 3.070 3.200
H -1.694 2.424 1.595
H -1.923 -0.098 3.160
H -2.364 1.158 4.343
H -1.043 0.029 4.712
H 0.241 1.569 -0.638
H 0.474 -1.573 0.462
P -0.349 -0.911 -2.347
C 0.841 -2.258 -2.649
C -1.988 -1.493 -2.732
C 0.201 0.489 -3.401
C 1.182 -3.189 -1.480
H 1.781 -1.711 -2.901
C 0.417 -3.083 -3.843
H -0.345 -3.835 -3.571
H 1.298 -3.652 -4.218
H 0.036 -2.495 -4.686
H 1.896 -2.720 -0.776
H 1.658 -4.101 -1.871
H 0.287 -3.493 -0.911
H 1.272 0.596 -3.106
C -0.467 1.840 -3.148
C 0.142 0.130 -4.876
H 0.931 -0.572 -5.170
H 0.298 1.055 -5.474
H -0.834 -0.277 -5.164
H -1.039 1.874 -2.198
H -1.162 2.112 -3.966
H 0.305 2.631 -3.093
C -2.438 -2.601 -1.789
H -1.823 -1.929 -3.716
C -3.060 -0.421 -2.872
H -1.988 -3.579 -2.035
H -3.529 -2.725 -1.844
H -2.189 -2.371 -0.727
H -3.163 0.199 -1.952
H -4.035 -0.897 -3.052
H -2.860 0.252 -3.723
C -6.383 -0.079 -0.015
Si -4.914 -1.300 -0.018
C -5.241 -2.742 1.184
C -5.790 -2.257 -1.534
C -3.167 -0.429 0.501
Si -3.863 1.000 1.560
C -4.434 -0.084 3.126
C -3.550 2.277 0.116
C -5.400 2.161 2.086
H -7.322 -0.566 -0.322
H -6.191 0.738 -0.699
H -6.592 0.276 1.007
H -6.256 -3.115 1.016
H -4.530 -3.540 0.966
H -5.153 -2.463 2.232
H -5.413 -3.239 -1.752
H -5.861 -1.620 -2.415
H -6.825 -2.449 -1.218
H -2.774 -1.189 1.206
H -3.809 -0.927 3.272
H -4.466 0.544 4.009
H -5.451 -0.434 2.925
H -4.358 2.144 -0.598
H -3.556 3.286 0.518
H -2.608 2.049 -0.354
H -5.805 2.668 1.223
H -6.181 1.636 2.591
H -4.969 2.882 2.779
```

Values from the calculation:
- 2S+1: 1
- Kohn-Sham gap: 6.96 eV
- Charge: 0
- Relative energy (zero: lowest compared OMol25 entry of this formula, charge and spin): 158.0 kcal per mole
- Molar mass: 657.468 g/mol

Results of the Mulliken charge analysis, in e, for atoms 1 through 4:
1. Ce -0.775
2. Cl -0.355
3. P -0.267
4. C 0.972



[2]
Here is a 11-piece molecular cluster, C62H125N4O28P7 overall from the OMol25 dataset. Energies are from ωB97M-V/def2-TZVPD.

```
226
C62H125N4O28P7 | the OMol25 dataset | ωB97M-V/def2-TZVPD
N 6.386 0.245 1.403
C 7.656 0.192 1.663
C 8.254 0.279 2.901
C 7.435 0.513 4.001
C 6.061 0.584 3.734
C 5.585 0.521 2.462
H 8.220 0.110 0.740
H 9.329 0.178 3.104
H 7.937 0.567 4.955
H 5.405 0.630 4.577
H 4.517 0.714 2.281
N -0.921 -2.449 -3.864
C -1.773 -2.021 -4.862
C -2.156 -2.885 -5.853
C -1.600 -4.101 -5.966
C -0.708 -4.500 -5.014
C -0.366 -3.622 -3.993
H -2.159 -1.011 -4.799
H -2.830 -2.513 -6.612
H -1.787 -4.721 -6.882
H -0.238 -5.448 -5.193
H 0.491 -3.759 -3.273
N -2.849 1.022 -3.784
C -2.019 2.019 -3.421
C -2.216 2.728 -2.220
C -3.303 2.463 -1.435
C -4.083 1.327 -1.697
C -3.873 0.677 -2.922
H -1.111 2.192 -4.064
H -1.568 3.540 -2.001
H -3.508 3.072 -0.539
H -4.781 0.892 -1.008
H -4.368 -0.252 -3.236
N 2.004 -0.955 -0.760
C 0.842 -0.776 -1.422
C -0.321 -0.161 -0.902
C -0.264 0.217 0.420
C 0.937 -0.022 1.180
C 1.997 -0.574 0.528
H 0.911 -1.034 -2.512
H -1.076 0.097 -1.654
H -0.983 0.715 0.970
H 0.968 0.273 2.262
H 2.937 -0.675 0.974
C -6.585 2.781 2.113
C -5.563 1.627 2.101
O -6.339 0.505 1.608
P -6.422 -0.930 2.269
O -6.017 -0.832 3.655
O -7.909 -1.322 1.879
C -8.421 -2.562 2.326
C -9.905 -2.657 2.575
O -5.558 -1.977 1.408
C -4.146 -2.203 1.884
C -3.173 -1.296 1.173
H -6.964 2.927 1.131
H -7.435 2.673 2.746
H -6.076 3.705 2.377
H -4.779 1.758 1.417
H -5.234 1.427 3.133
H -8.009 -3.397 1.724
H -8.019 -2.746 3.404
H -10.229 -3.716 2.728
H -10.151 -2.051 3.468
H -10.573 -2.274 1.701
H -4.127 -2.048 2.986
H -3.951 -3.197 1.727
H -3.068 -1.586 0.125
H -3.391 -0.224 1.348
H -2.136 -1.377 1.425
C 5.842 4.522 3.404
C 4.625 4.272 2.468
O 3.444 4.485 3.234
P 2.343 3.384 3.159
O 1.069 3.920 3.655
O 2.365 2.807 1.681
C 2.028 3.825 0.684
C 1.608 3.056 -0.574
O 2.887 2.027 3.812
C 2.295 1.597 5.086
C 2.695 2.529 6.238
H 5.594 4.062 4.344
H 6.712 4.001 2.950
H 6.077 5.594 3.451
H 4.635 4.939 1.609
H 4.552 3.327 1.998
H 1.169 4.460 1.049
H 2.993 4.404 0.532
H 1.311 3.757 -1.353
H 2.397 2.477 -0.986
H 0.715 2.569 -0.284
H 1.228 1.542 4.934
H 2.660 0.584 5.249
H 2.026 2.318 7.053
H 3.643 2.297 6.695
H 2.728 3.568 6.135
C -6.792 -6.126 1.885
C -6.269 -5.650 0.572
O -4.980 -4.928 0.583
P -3.830 -5.659 -0.250
O -3.733 -7.084 0.040
O -2.627 -4.790 0.335
C -1.216 -5.060 -0.133
C -0.608 -3.716 -0.598
O -3.972 -5.345 -1.795
C -4.050 -3.921 -2.190
C -5.461 -3.590 -2.634
H -6.381 -7.139 2.160
H -6.499 -5.422 2.677
H -7.867 -6.244 1.916
H -6.248 -6.517 -0.084
H -6.937 -4.929 0.137
H -0.701 -5.490 0.737
H -1.265 -5.709 -0.982
H 0.448 -3.941 -0.806
H -1.134 -3.304 -1.410
H -0.640 -2.946 0.160
H -3.755 -3.382 -1.268
H -3.355 -3.721 -2.976
H -5.427 -2.513 -2.912
H -5.690 -4.061 -3.623
H -6.238 -3.802 -1.900
C 7.802 7.149 -4.195
C 7.222 5.901 -3.548
O 6.703 6.362 -2.273
P 5.488 5.568 -1.651
O 5.240 6.062 -0.308
O 4.151 5.884 -2.573
C 3.413 7.036 -2.126
C 4.066 8.389 -2.276
O 5.895 4.035 -1.757
C 5.248 2.931 -1.024
C 4.846 1.797 -2.003
H 8.634 7.498 -3.574
H 8.126 6.997 -5.231
H 7.012 7.964 -4.227
H 6.416 5.508 -4.180
H 7.876 5.041 -3.419
H 2.553 6.964 -2.738
H 3.167 6.961 -1.098
H 4.401 8.561 -3.323
H 3.259 9.149 -2.141
H 4.902 8.491 -1.541
H 5.855 2.587 -0.176
H 4.326 3.308 -0.725
H 5.663 1.240 -2.429
H 4.252 1.045 -1.436
H 4.247 2.251 -2.839
C -1.368 -7.707 2.646
C 0.186 -7.733 2.733
O 0.773 -6.435 2.332
P 2.030 -6.327 1.396
O 3.199 -7.108 1.828
O 1.513 -6.728 -0.095
C 1.515 -8.142 -0.388
C 0.063 -8.607 -0.586
O 2.223 -4.840 1.173
C 3.171 -4.080 2.017
C 2.483 -3.623 3.298
H -1.724 -8.605 3.190
H -1.710 -6.885 3.328
H -1.804 -7.577 1.599
H 0.396 -7.880 3.859
H 0.615 -8.500 2.140
H 2.136 -8.239 -1.277
H 1.951 -8.682 0.484
H -0.452 -8.007 0.161
H -0.336 -8.314 -1.540
H -0.029 -9.674 -0.422
H 4.093 -4.665 2.183
H 3.389 -3.143 1.463
H 3.192 -3.332 4.091
H 1.859 -2.762 3.052
H 1.913 -4.496 3.751
C 1.008 0.411 -5.238
C 0.865 1.712 -6.036
O 1.836 2.659 -5.507
P 1.296 4.110 -5.286
O 0.374 4.427 -4.184
O 2.614 4.902 -5.139
C 3.901 4.755 -5.823
C 4.073 5.882 -6.769
O 0.677 4.441 -6.763
C -0.226 5.513 -6.997
C 0.265 6.198 -8.332
H 0.189 0.403 -4.506
H 0.828 -0.405 -5.885
H 2.055 0.175 -4.866
H 1.090 1.533 -7.045
H -0.157 2.058 -6.144
H 4.570 4.755 -4.895
H 4.122 3.802 -6.295
H 5.105 6.250 -6.951
H 3.658 5.650 -7.753
H 3.531 6.740 -6.436
H -1.235 5.057 -7.080
H -0.213 6.236 -6.169
H -0.549 6.866 -8.735
H 1.151 6.805 -8.101
H 0.429 5.317 -8.968
C -4.043 -0.302 7.361
C -3.691 -0.572 5.937
O -2.325 0.176 5.735
P -1.612 0.001 4.339
O -0.202 0.212 4.436
O -2.342 0.870 3.244
C -2.028 2.252 2.935
C -2.417 3.315 3.910
O -1.852 -1.521 3.771
C -1.137 -2.610 4.375
C -0.934 -3.678 3.346
H -3.668 -1.013 8.087
H -3.770 0.726 7.578
H -5.136 -0.412 7.484
H -3.523 -1.609 5.551
H -4.406 -0.144 5.268
H -0.940 2.379 2.824
H -2.519 2.386 1.971
H -2.295 3.150 5.014
H -1.850 4.182 3.646
H -3.473 3.571 3.932
H -0.146 -2.265 4.663
H -1.702 -2.821 5.278
H -0.283 -4.497 3.643
H -1.882 -3.988 2.898
H -0.364 -3.256 2.517
```

Values from the calculation:
- 2S+1: 1
- Kohn-Sham gap: 9.71 eV
- Charge: 0
- Structure (SMILES): CCOP(=O)(OCC)OCC.CCOP(=O)(OCC)OCC.CCOP(=O)(OCC)OCC.CCOP(=O)(OCC)OCC.CCOP(=O)(OCC)OCC.CCOP(=O)(OCC)OCC.CCOP(=O)(OCC)OCC.c1ccncc1.c1ccncc1.c1ccncc1.c1ccncc1
- Relative energy (zero: lowest compared OMol25 entry of this formula, charge and spin): 4.1 kcal per mole
- Molar mass: 1591.500 g/mol

Results of the Mulliken charge analysis, in e, for atoms 1 through 4:
1. N -0.353
2. C -0.390
3. C -0.346
4. C -0.476



[3]
Here is C10H16BCl3F4HfO as an isolated structure from the OMol25 dataset. Energies are from ωB97M-V/def2-TZVPD.

```
36
C10H16BCl3F4HfO | the OMol25 dataset | ωB97M-V/def2-TZVPD
C -0.731 0.974 -2.482
C 0.592 1.448 -2.400
C 0.715 2.304 -1.236
C 1.682 1.128 -3.334
C -0.629 2.402 -0.673
C -1.494 1.602 -1.475
C -2.968 1.541 -1.281
C -1.250 0.008 -3.475
C 1.898 2.911 -0.756
C -0.995 3.217 0.480
Hf -0.547 -1.565 1.293
Cl 2.805 -0.723 -1.066
Cl -0.369 -2.944 -0.422
Cl 0.585 0.376 2.032
H 1.569 0.117 -3.711
H 2.654 1.140 -2.805
H 1.711 1.840 -4.165
H 2.738 2.207 -0.788
H 1.785 3.225 0.312
H 2.169 3.818 -1.327
H -0.171 3.298 1.184
H -1.857 2.750 1.013
H -1.306 4.226 0.187
H -3.251 1.670 -0.261
H -3.357 0.560 -1.669
H -3.478 2.328 -1.890
H -0.476 -0.767 -3.658
H -1.470 0.495 -4.443
H -2.151 -0.477 -3.118
O -1.901 -0.638 0.691
H -2.778 -0.778 0.132
F -1.053 -2.530 2.837
B 0.608 -3.365 3.338
F 0.358 -4.645 3.050
F 1.298 -2.835 2.385
F 0.879 -2.698 4.486
```

Values from the calculation:
- 2S+1: 1
- Kohn-Sham gap: 3.39 eV
- Charge: -2
- Relative energy (zero: lowest compared OMol25 entry of this formula, charge and spin): 95.9 kcal per mole
- Molar mass: 523.890 g/mol

Results of the Mulliken charge analysis, in e, for atoms 1 through 4:
1. C 0.637
2. C 0.360
3. C 0.417
4. C -1.551



[4]
Here is a 6-piece molecular cluster, C21H54BO18S5 overall from the OMol25 dataset. Energies are from ωB97M-V/def2-TZVPD.

```
99
C21H54BO18S5 | the OMol25 dataset | ωB97M-V/def2-TZVPD
C -1.639 -0.874 2.914
C -1.453 0.198 1.686
C -1.857 1.753 2.072
O -3.225 2.101 1.620
C -4.197 2.029 2.727
C -4.888 0.517 2.894
C -6.494 0.499 3.286
O -7.164 0.047 2.024
B -6.185 0.302 0.917
O -4.822 0.037 1.476
H -1.559 -0.409 3.991
H -0.747 -1.654 2.811
H -2.639 -1.456 2.712
H -0.290 0.222 1.439
H -2.003 -0.139 0.698
H -1.646 2.032 3.198
H -1.123 2.439 1.427
H -3.794 2.441 3.748
H -5.105 2.736 2.409
H -4.194 -0.004 3.683
H -6.943 1.434 3.844
H -6.573 -0.425 4.027
H -6.461 1.434 0.650
H -6.202 -0.436 -0.010
O 0.730 -0.137 -0.619
S 2.111 -0.408 -0.958
O 3.176 0.521 -0.648
O 2.204 -0.802 -2.536
C 1.655 0.092 -3.495
C 2.572 1.277 -3.735
C 2.552 -2.000 -0.306
H 0.654 0.419 -3.194
H 1.544 -0.469 -4.429
H 2.630 1.915 -2.848
H 2.206 1.886 -4.566
H 3.589 0.941 -3.959
H 1.780 -2.721 -0.580
H 2.616 -1.914 0.781
H 3.521 -2.294 -0.714
O 3.960 6.297 1.501
S 5.306 5.764 1.521
O 6.223 5.947 0.417
O 5.244 4.179 1.894
C 4.418 3.328 1.114
C 5.067 2.992 -0.216
C 6.109 6.310 3.009
H 3.427 3.772 0.970
H 4.278 2.405 1.686
H 5.135 3.877 -0.855
H 4.487 2.234 -0.750
H 6.086 2.621 -0.067
H 5.445 6.128 3.856
H 6.308 7.379 2.912
H 7.048 5.766 3.125
O 2.220 -0.490 -6.825
S 2.405 -0.781 -8.232
O 2.834 0.227 -9.177
O 1.059 -1.499 -8.806
C -0.190 -0.848 -8.625
C -0.372 0.288 -9.615
C 3.485 -2.183 -8.381
H -0.301 -0.497 -7.594
H -0.970 -1.598 -8.796
H 0.331 1.101 -9.412
H -1.385 0.694 -9.556
H -0.183 -0.055 -10.637
H 3.138 -2.971 -7.710
H 4.491 -1.866 -8.099
H 3.479 -2.525 -9.418
O 1.739 -5.213 -3.834
S 1.578 -5.567 -2.440
O 2.480 -5.088 -1.415
O 1.457 -7.187 -2.314
C 2.478 -7.993 -2.886
C 3.718 -8.017 -2.013
C -0.084 -5.182 -1.946
H 2.714 -7.660 -3.902
H 2.077 -9.009 -2.964
H 4.201 -7.035 -1.990
H 4.444 -8.741 -2.392
H 3.462 -8.275 -0.981
H -0.776 -5.586 -2.686
H -0.178 -4.095 -1.898
H -0.270 -5.615 -0.961
O -4.691 1.866 5.962
S -5.225 2.589 7.097
O -4.882 3.970 7.361
O -4.968 1.718 8.450
C -3.645 1.296 8.747
C -2.816 2.431 9.319
C -6.995 2.447 7.075
H -3.166 0.862 7.863
H -3.723 0.500 9.495
H -2.636 3.203 8.565
H -1.846 2.065 9.666
H -3.337 2.909 10.154
H -7.265 1.400 6.929
H -7.372 3.051 6.247
H -7.392 2.824 8.020
```

Values from the calculation:
- 2S+1: 1
- Kohn-Sham gap: 5.01 eV
- Charge: -1
- Relative energy (zero: lowest compared OMol25 entry of this formula, charge and spin): 88.9 kcal per mole
- Molar mass: 765.792 g/mol

Results of the Mulliken charge analysis, in e, for atoms 1 through 4:
1. C -0.829
2. C 0.380
3. C -0.378
4. O -0.325



[5]
Here is a 2-piece molecular cluster, C4H8ClN2 overall from the OMol25 dataset. Energies are from ωB97M-V/def2-TZVPD.

```
15
C4H8ClN2 | the OMol25 dataset | ωB97M-V/def2-TZVPD
Cl 2.372 -1.184 0.506
C 1.947 -2.902 0.534
H 1.150 -3.111 -0.199
H 1.588 -3.191 1.536
H 2.826 -3.518 0.283
C -1.919 1.953 0.196
C -1.092 1.097 0.874
C -0.368 1.230 -1.225
N -1.444 2.011 -1.091
N -0.151 0.671 -0.031
H -2.793 2.515 0.526
H -1.103 0.764 1.912
H 0.217 1.078 -2.132
H -1.851 2.576 -1.858
H 0.623 0.012 0.169
```

Values from the calculation:
- 2S+1: 1
- Kohn-Sham gap: 11.46 eV
- Charge: +1
- Relative energy (zero: lowest compared OMol25 entry of this formula, charge and spin): 0.7 kcal per mole
- Molar mass: 119.575 g/mol

Results of the Mulliken charge analysis, in e, for atoms 1 through 4:
1. Cl -0.227
2. C -0.518
3. H 0.242
4. H 0.261



[6]
Here is one molecule with the formula C5H6O2 from the OMol25 dataset. Energies are from ωB97M-V/def2-TZVPD.

```
13
C5H6O2 | the OMol25 dataset | ωB97M-V/def2-TZVPD
O -2.102 -0.002 0.510
C -1.118 -0.747 -0.151
C 0.120 0.098 -0.632
C 0.054 1.547 -0.143
O -0.112 1.835 1.017
C 1.355 -0.478 -0.091
C 2.316 -0.956 0.453
H -1.683 0.397 1.287
H -0.746 -1.570 0.471
H -1.604 -1.182 -1.027
H 0.163 0.106 -1.728
H 0.194 2.334 -0.909
H 3.163 -1.382 0.943
```

Values from the calculation:
- 2S+1: 1
- Kohn-Sham gap: 10.61 eV
- Charge: 0
- Structure (SMILES): C#C[C@H](C=O)CO
- Relative energy (zero: lowest compared OMol25 entry of this formula, charge and spin): 62.2 kcal per mole
- Molar mass: 98.101 g/mol

Results of the Mulliken charge analysis, in e, for atoms 1 through 4:
1. O -0.541
2. C -0.674
3. C 0.523
4. C -0.089



[7]
Here is one molecule with the formula C3H10N2S from the OMol25 dataset. Energies are from ωB97M-V/def2-TZVPD.

```
16
C3H10N2S | the OMol25 dataset | ωB97M-V/def2-TZVPD
C -0.888 1.591 1.273
C -0.908 0.678 0.074
C 0.514 -0.714 -1.529
N 0.508 -0.878 0.996
N 0.329 0.024 -0.030
S 1.512 -2.193 -1.760
H -1.907 1.916 1.579
H -0.271 1.145 2.130
H -0.260 2.605 1.192
H -1.762 -0.080 0.242
H -0.927 1.452 -0.708
H 0.980 0.052 -2.138
H -0.503 -0.970 -1.821
H -0.350 -1.456 1.196
H 1.347 -1.561 0.679
H 2.587 -1.611 -1.375
```

Values from the calculation:
- 2S+1: 1
- Kohn-Sham gap: 8.84 eV
- Charge: 0
- Structure (SMILES): CCN(N)CS
- Relative energy (zero: lowest compared OMol25 entry of this formula, charge and spin): 66.9 kcal per mole
- Molar mass: 106.194 g/mol

Results of the Mulliken charge analysis, in e, for atoms 1 through 4:
1. C -1.172
2. C -0.300
3. C -0.657
4. N -0.589